No. 1
{
  "formula": "C5H3N4P",
  "method": "wB97M-V/def2-TZVPD",
  "symbols": ["C", "N", "P", "N", "C", "C", "C", "N", "C", "N", "H", "H", "H"],
  "positions_angstrom": [[-1.55501, -0.02163, 0.55491], [-2.12489, -0.73541, 1.41320], [-1.75104, -2.10380, 2.28817], [-0.29892, -1.82590, 2.75119], [0.61549, -0.92585, 2.55274], [1.13732, -0.54070, 1.37894], [1.75585, -0.55956, 0.27139], [2.25941, -0.64754, -0.81543], [1.05516, -0.16277, 3.67706], [1.59184, 0.32338, 4.54103], [-1.10102, -0.30323, -0.31065], [-1.61582, 1.05490, 0.54520], [2.99457, -0.01874, -1.13183]],
  "homo_lumo_gap_ha": 0.2976,
  "de_lowest_kcal_mol": 20.5,
  "e_tot_ha": -752.55949,
  "smiles": "C=N/P=N\\C(=C=C=N)C#N",
  "e_homo_ev": -9.11
}

---

No. 2
{
  "formula": "C5H3NO",
  "method": "wB97M-V/def2-TZVPD",
  "symbols": ["N", "C", "C", "C", "O", "C", "C", "H", "H", "H"],
  "positions_angstrom": [[3.20204, 0.02015, -0.47189], [2.18933, 0.48254, -0.15082], [0.31229, -0.20236, 0.29749], [0.97125, 0.91382, 0.46896], [-1.84082, 1.03361, -0.03849], [-1.81785, -0.14677, -0.31180], [-0.59954, -0.99631, -0.18657], [0.88705, 1.65695, 1.25749], [-2.73943, -0.69315, -0.54633], [-0.56432, -2.06847, -0.31804]],
  "homo_lumo_gap_ha": 0.3302,
  "de_lowest_kcal_mol": 69.9,
  "e_tot_ha": -322.18046,
  "e_homo_ev": -9.74
}

---

No. 3
{
  "formula": "C5H3NO",
  "method": "wB97M-V/def2-TZVPD",
  "symbols": ["C", "C", "C", "C", "O", "N", "C", "H", "H", "H"],
  "positions_angstrom": [[2.70390, 0.93077, 0.38539], [1.58944, 0.30293, 0.08652], [0.12793, 0.22846, 0.13333], [-0.97060, 1.02636, 0.06836], [-2.05316, 0.28054, -0.20844], [-1.70170, -1.04446, -0.28852], [-0.42905, -1.07187, -0.04754], [1.84281, -0.72158, -0.56396], [-1.14272, 2.08290, 0.21306], [0.03316, -2.01404, 0.22179]],
  "homo_lumo_gap_ha": 0.3252,
  "de_lowest_kcal_mol": 121.1,
  "e_tot_ha": -322.09878,
  "e_homo_ev": -9.78
}

---

No. 4
{
  "formula": "C5H3NO",
  "method": "wB97M-V/def2-TZVPD",
  "symbols": ["N", "C", "C", "C", "O", "C", "C", "H", "H", "H"],
  "positions_angstrom": [[-0.56855, 1.36517, -2.65866], [-0.33028, 0.77282, -1.69062], [-0.03657, 0.00393, -0.53065], [0.31087, -1.42340, -0.59709], [0.57781, -2.08310, 0.38619], [-0.17606, 0.44260, 2.03442], [-0.06870, 0.47832, 0.74385], [0.30487, -1.85882, -1.61305], [0.51875, 0.79037, 2.79277], [-0.53213, 1.51211, 1.13284]],
  "homo_lumo_gap_ha": 0.3189,
  "de_lowest_kcal_mol": 90.6,
  "e_tot_ha": -322.14748,
  "e_homo_ev": -9.23
}

---

No. 5
{
  "formula": "C5H3NO2",
  "method": "wB97M-V/def2-TZVPD",
  "symbols": ["O", "C", "C", "C", "C", "O", "N", "C", "H", "H", "H"],
  "positions_angstrom": [[2.58191, -0.40842, 0.54575], [1.33703, -0.17402, 0.16346], [0.64572, 1.02886, 0.00991], [-0.71063, 1.19205, -0.24679], [-1.46503, -0.19455, -0.07108], [-2.71487, -0.30512, 0.73661], [-0.97049, -1.30713, -0.18146], [0.35380, -1.45776, -0.22470], [1.45519, 1.83477, 0.12775], [-1.25282, 2.28556, -0.37724], [0.74019, -2.49423, -0.48223]],
  "homo_lumo_gap_ha": 0.2713,
  "de_lowest_kcal_mol": 111.5,
  "e_tot_ha": -397.35490,
  "smiles": "O=C1C=CC(=O)N=C1",
  "e_homo_ev": -10.21
}

---

No. 6
{
  "formula": "C5H3NO2",
  "method": "wB97M-V/def2-TZVPD",
  "symbols": ["C", "C", "C", "N", "O", "C", "C", "O", "H", "H", "H"],
  "positions_angstrom": [[-1.62222, 1.42280, 0.07830], [-1.00446, 0.85800, 1.20115], [0.01589, -0.08223, 0.65851], [1.03085, -0.80690, 1.14542], [1.74009, -1.30758, 0.03747], [1.13563, -0.57475, -1.12426], [-0.11661, -0.04097, -0.76181], [-1.13905, 0.61435, -1.08777], [-2.60168, 1.81668, -0.13512], [-1.22841, 0.84006, 2.42251], [1.35639, -0.95971, -2.21429]],
  "homo_lumo_gap_ha": 0.3273,
  "de_lowest_kcal_mol": 97.4,
  "e_tot_ha": -397.37743,
  "smiles": "c1cc2nocc2o1",
  "e_homo_ev": -9.14
}

---

No. 7
{
  "formula": "C5H3NO2",
  "method": "wB97M-V/def2-TZVPD",
  "symbols": ["C", "C", "C", "C", "C", "H", "H", "H", "N", "O", "O"],
  "positions_angstrom": [[0.74478, 0.00506, -0.62585], [0.38830, 1.87488, 0.03781], [-0.29143, -0.24936, 0.36143], [-1.13949, -1.28479, 0.80353], [-2.02000, -2.06832, 1.17798], [2.20651, -0.61978, -1.73184], [0.34692, 2.87728, 0.30217], [-2.72668, -2.71050, 2.01959], [1.11345, 1.29103, -0.71167], [1.32385, -0.89705, -1.53358], [-0.53808, 1.11591, 0.76637]],
  "homo_lumo_gap_ha": 0.3294,
  "de_lowest_kcal_mol": 69.2,
  "e_tot_ha": -397.42238,
  "e_homo_ev": -8.57
}

---

No. 8
{
  "formula": "C5H3NO4",
  "method": "wB97M-V/def2-TZVPD",
  "symbols": ["C", "C", "C", "C", "C", "N", "O", "O", "O", "O", "H", "H", "H"],
  "positions_angstrom": [[0.18418, -0.57232, 0.76603], [-1.00987, 0.48671, -1.46259], [-1.09661, -1.00893, 0.38925], [0.77789, -1.43057, 1.54584], [0.87080, 0.72793, 0.48806], [-0.62625, 1.11624, -2.36252], [-1.72728, -0.33694, -0.72018], [-1.73154, -1.84859, 0.98268], [1.37733, -2.19679, 2.17203], [-0.09994, 1.82643, -3.15505], [1.56038, 1.04139, 1.33779], [0.07172, 1.55123, 0.51242], [1.44918, 0.64421, -0.49375]],
  "homo_lumo_gap_ha": [0.2372, 0.2256],
  "e_tot_ha": -547.73768,
  "e_homo_ev": [-6.32, -9.74],
  "spin_multiplicity": 3
}

---

No. 9
{
  "formula": "C5H3NS",
  "method": "wB97M-V/def2-TZVPD",
  "symbols": ["C", "C", "C", "C", "C", "N", "S", "H", "H", "H"],
  "positions_angstrom": [[3.94284, -0.27666, 0.21127], [2.78520, -0.06678, -0.04401], [1.43027, 0.17884, -0.31078], [0.21636, 0.19617, -0.33343], [-1.20278, 0.33278, -0.00823], [-1.60139, 1.60271, 0.14667], [-2.07358, -1.07100, 0.05367], [4.90238, -0.46676, 0.65526], [-2.56986, 1.82352, 0.40669], [-0.97681, 2.37423, -0.03627]],
  "homo_lumo_gap_ha": 0.3000,
  "de_lowest_kcal_mol": 0.1,
  "e_tot_ha": -645.13750,
  "smiles": "C#CC#CC(N)=S",
  "e_homo_ev": -8.62
}

---

No. 10
{
  "formula": "C5H3O3V",
  "method": "wB97M-V/def2-TZVPD",
  "symbols": ["C", "C", "O", "C", "C", "O", "C", "O", "V", "H", "H", "H"],
  "positions_angstrom": [[0.78216, 1.29776, 0.18424], [0.35852, 0.07096, 0.06022], [-0.06250, -1.00295, -0.07329], [0.41211, 2.63113, 0.71034], [0.97958, 2.93952, -0.62970], [2.14448, 3.55977, -0.69110], [3.75838, 2.50501, -0.34621], [4.45964, 3.35694, -0.75938], [3.27272, 4.86632, -1.47123], [-0.65540, 2.86679, 0.77846], [1.04132, 2.92794, 1.56432], [0.42898, 2.89776, -1.57582]],
  "homo_lumo_gap_ha": [0.3006, 0.2801],
  "de_lowest_kcal_mol": 7.4,
  "e_tot_ha": -1361.14741,
  "total_charge": 2,
  "e_homo_ev": [-18.45, -18.26],
  "spin_multiplicity": 5
}

---

No. 11
{
  "formula": "C5H4",
  "method": "wB97M-V/def2-TZVPD",
  "symbols": ["C", "C", "C", "C", "C", "H", "H", "H", "H"],
  "positions_angstrom": [[-0.57925, -0.98615, 2.01393], [-0.80164, -0.70585, 0.79783], [-0.52576, -0.23136, -0.61621], [0.72550, 0.47923, -0.77140], [1.40109, 1.53067, -1.05338], [-0.82621, -1.14854, 3.05251], [-1.37973, 0.26444, -0.90364], [-0.34779, -1.14078, -1.14574], [2.33379, 1.93834, -1.37391]],
  "homo_lumo_gap_ha": 0.3915,
  "de_lowest_kcal_mol": 38.0,
  "e_tot_ha": -192.73359,
  "smiles": "C#CCC#C",
  "e_homo_ev": -9.93
}

---

No. 12
{
  "formula": "C5H4",
  "method": "wB97M-V/def2-TZVPD",
  "symbols": ["C", "C", "C", "C", "C", "H", "H", "H", "H"],
  "positions_angstrom": [[-2.92143, 0.30161, 0.10497], [3.00209, 0.46672, 0.06943], [-1.70500, 0.30767, -0.03919], [1.82958, 0.55497, 0.03355], [-0.21480, -0.05550, -0.08010], [-3.96870, 0.56926, 0.21802], [3.97978, 0.25404, 0.04129], [0.16926, -0.82633, 0.72529], [0.11769, -0.40689, -1.07227]],
  "homo_lumo_gap_ha": 0.3479,
  "de_lowest_kcal_mol": 106.0,
  "e_tot_ha": -192.62522,
  "e_homo_ev": -10.29
}

---

Q: What is the formula in the eighth record?
A: C5H3NO4